[1]
{
  "formula": "C4H6N2O",
  "method": "the ωB97M-V functional and the def2-TZVPD basis",
  "elements": ["C", "C", "C", "N", "C", "O", "N", "H", "H", "H", "H", "H", "H"],
  "coordinates": [[2.1111, 0.4444, 0.0614], [0.6547, 0.0700, 0.0053], [0.0937, -1.1816, 0.0138], [-1.2790, -0.9416, -0.0404], [-1.4384, 0.3844, -0.1200], [-2.7363, 0.7235, -0.3082], [-0.3247, 1.0585, -0.0857], [2.3329, 1.0786, 0.9281], [2.4185, 1.0135, -0.8250], [2.7520, -0.4413, 0.1238], [0.5639, -2.1556, 0.0897], [-2.1238, -1.4661, -0.1338], [-3.0245, 1.4132, 0.2909]],
  "forces_ev_per_angstrom": [[0.0, 0.0, 0.0], [0.2, 0.0, 0.0], [0.1, 0.3, 0.1], [0.5, 0.1, -0.1], [0.1, -0.2, 0.0], [-0.1, 0.6, -0.1], [-0.3, -0.1, 0.0], [-0.2, -0.1, -0.1], [-0.2, -0.1, 0.1], [-0.2, 0.1, 0.0], [-0.3, 0.2, -0.1], [0.2, -1.0, 0.1], [0.2, 0.4, 0.1]],
  "mulliken_charge": [-0.989, 0.701, -0.570, -0.030, 0.321, -0.506, -0.643, 0.257, 0.260, 0.282, 0.390, 0.187, 0.340],
  "e_above_lowest_kcal_mol": 13.39,
  "e_lumo_ev": 0.71,
  "multiplicity": 1,
  "orbital_gap_ev": 9.08,
  "smiles": "Cc1c[nH]c(O)n1",
  "total_charge": 0
}


[2]
{
  "formula": "C12H21Br3N4O7PS",
  "method": "the ωB97M-V functional and the def2-TZVPD basis",
  "elements": ["C", "C", "Br", "C", "Br", "N", "C", "N", "Br", "C", "O", "C", "O", "C", "C", "O", "N", "C", "P", "O", "O", "S", "N", "C", "C", "C", "O", "O", "H", "H", "H", "H", "H", "H", "H", "H", "H", "H", "H", "H", "H", "H", "H", "H", "H", "H", "H", "H", "H"],
  "coordinates": [[3.1195, 1.3761, -1.4807], [1.4576, 1.3769, -1.2835], [0.7539, 2.1467, -3.0343], [0.9377, -0.1512, -0.9921], [-0.3451, -0.8640, -2.4132], [0.5378, -0.4745, 0.4116], [-0.5004, -0.0037, 1.3828], [-1.3982, 0.9838, 1.1706], [-2.6171, 1.2766, 2.6194], [-1.5936, 1.8850, 0.0038], [-0.9673, 3.2031, 0.3571], [-1.6277, 4.2993, -0.3867], [-1.9808, 3.9383, -1.7683], [-3.4138, 4.1166, -2.0479], [-3.9573, 2.8008, -2.9257], [-5.1200, 2.2185, -2.1777], [-0.5800, -0.6711, 2.7338], [0.5572, -1.6554, 2.6034], [0.9859, -2.8383, 4.0330], [1.6927, -4.3578, 3.5612], [-0.4197, -3.1426, 5.0486], [2.3728, -1.9123, 5.1093], [1.1636, -1.4610, 1.2115], [2.3210, -2.3784, 0.9824], [1.7360, -3.7497, 0.2243], [2.8881, -4.4067, -0.7932], [3.1534, -3.7761, -1.9484], [3.5406, -5.6658, -0.3917], [3.5255, 0.5630, -0.7197], [3.5738, 2.4051, -1.1357], [3.4415, 1.0598, -2.5708], [1.2644, 2.0751, -0.3651], [1.9092, -0.8098, -1.2296], [-2.7614, 2.1352, -0.0473], [-1.3091, 1.4979, -1.0499], [-2.5000, 4.7510, 0.2492], [-0.8085, 5.1635, -0.4719], [-4.1043, 4.1636, -1.1044], [-3.5177, 5.0439, -2.7554], [-4.4020, 3.1559, -3.9560], [-3.1466, 1.9652, -3.0461], [-4.8048, 1.8374, -1.3029], [0.9183, -4.9077, 3.2152], [-1.1947, -3.2851, 4.4163], [3.1074, -1.9300, 0.2038], [2.9621, -2.6465, 1.9389], [0.8687, -3.3752, -0.4795], [1.4226, -4.5898, 0.9760], [2.8585, -6.3856, -0.5739]],
  "forces_ev_per_angstrom": [[-0.3, -0.8, 0.9], [1.7, 0.4, 0.4], [0.4, -0.3, 1.8], [2.2, -0.7, -1.3], [0.6, 0.2, 1.6], [-2.1, 0.4, 4.1], [0.4, -0.8, 1.1], [0.2, -0.3, -0.4], [0.6, 0.1, -1.0], [-1.9, 2.3, 0.0], [-1.4, -1.3, -2.0], [1.3, 1.8, -0.4], [-1.3, 0.5, 2.8], [-0.7, -0.9, -1.9], [-0.6, 0.3, 1.0], [1.8, 0.0, 0.3], [5.3, -2.3, -5.1], [-3.4, 4.5, -5.1], [2.3, -0.5, 3.8], [-4.0, 2.2, -0.5], [1.4, 0.3, -4.7], [-1.8, -0.9, -1.7], [0.1, -2.7, 5.6], [1.7, -1.3, -2.8], [1.0, -0.2, -0.6], [0.8, 2.4, -4.9], [-1.4, -4.2, 7.8], [-2.8, 2.2, -1.4], [-0.6, 1.6, -1.5], [-1.0, -2.0, -1.0], [-0.8, 0.8, 2.3], [-0.2, -1.2, -2.0], [-2.4, 1.2, 0.8], [2.5, -1.0, 0.1], [0.1, 0.3, 2.1], [1.2, -1.3, -1.3], [-1.6, -2.1, 0.4], [1.5, 0.2, -1.7], [0.1, -1.5, 1.7], [1.0, -0.9, 2.1], [-1.3, 1.8, 0.0], [-0.4, 0.7, -1.8], [1.5, 0.4, 0.6], [0.9, 0.2, 1.3], [-1.8, -0.7, 1.7], [-1.9, 0.9, -1.7], [1.7, -1.0, 1.4], [0.4, 1.8, -1.4], [1.2, 1.1, 0.4]],
  "mulliken_charge": [-1.013, 0.147, -0.058, -0.815, 0.027, 0.658, 0.686, -0.172, 0.082, 0.343, -0.349, -0.256, -0.277, -0.340, -0.161, -0.534, -0.511, -0.036, 0.637, -0.435, -0.473, -0.292, -0.018, -0.791, 0.183, 0.278, -0.474, -0.437, 0.278, 0.346, 0.336, 0.383, 0.353, -0.058, -0.047, 0.319, 0.223, 0.286, 0.309, 0.288, 0.080, 0.289, 0.345, 0.371, 0.263, 0.371, 0.220, 0.078, 0.365],
  "e_lumo_ev": -4.89,
  "multiplicity": 1,
  "orbital_gap_ev": 7.40,
  "smiles": "C[C@@H](Br)[C@H](Br)n1c(N(Br)COCOCCO)nc(P(O)(O)=S)[n+]1CCC(=O)O",
  "total_charge": 1
}


[3]
{
  "formula": "C2H2O3",
  "method": "the ωB97M-V functional and the def2-TZVPD basis",
  "elements": ["C", "C", "O", "O", "O", "H", "H"],
  "coordinates": [[0.9511, -0.0758, 0.0729], [-0.3927, 0.0690, 0.4013], [1.8188, -0.8726, -0.0621], [0.7190, 1.2344, -0.1414], [-1.3421, -0.0840, -0.4831], [-0.7423, 0.4144, 1.4334], [-1.0117, -0.6854, -1.2210]],
  "forces_ev_per_angstrom": [[-3.2, 3.1, 0.1], [-0.6, 2.6, 1.1], [5.4, -4.7, -0.6], [-0.3, 0.4, 0.9], [-1.1, -2.2, -1.1], [0.3, -0.4, -1.4], [-0.4, 1.2, 1.0]],
  "mulliken_charge": [0.215, 0.196, -0.326, -0.383, -0.414, 0.331, 0.381],
  "e_above_lowest_kcal_mol": 76.91,
  "e_lumo_ev": [0.59, -3.50],
  "multiplicity": 3,
  "orbital_gap_ev": [6.20, 7.80],
  "total_charge": 0,
  "s2": 2.009
}


[4]
{
  "formula": "C4H11N2",
  "method": "the ωB97M-V functional and the def2-TZVPD basis",
  "elements": ["C", "C", "C", "C", "N", "N", "H", "H", "H", "H", "H", "H", "H", "H", "H", "H", "H"],
  "coordinates": [[2.7340, -0.7243, -0.3754], [-1.0972, 0.8901, -0.5703], [-0.2754, 1.5052, 0.4670], [-1.7422, -1.3506, 0.4412], [2.2942, 0.3939, -0.0550], [-1.7607, -0.2271, -0.4968], [3.8821, -1.0376, -0.4859], [1.9498, -1.4074, -0.5450], [-0.4260, 2.4937, 0.2419], [0.7608, 1.0263, 0.1322], [-0.4243, 1.2969, 1.4327], [-1.4545, -0.9382, 1.5183], [-2.6744, -1.7798, 0.6148], [-0.9011, -2.1184, 0.0482], [2.9159, 1.0514, 0.3683], [-2.4038, -0.5625, -1.1903], [-1.3771, 1.4884, -1.5459]],
  "forces_ev_per_angstrom": [[3.1, -0.6, -0.3], [-2.5, 0.3, -0.7], [0.8, -2.1, -4.9], [5.1, 0.8, 2.6], [-0.5, 0.6, 0.9], [-0.3, -1.0, 0.0], [-2.6, 0.6, 0.5], [-0.4, -1.5, -0.9], [0.6, 2.7, -0.1], [-0.5, 1.1, 0.5], [-0.9, -1.3, 3.6], [-0.2, -1.0, -2.3], [-1.6, -0.7, -0.5], [-2.2, 1.6, 1.1], [1.1, 0.6, -0.4], [0.1, 1.0, -1.3], [1.0, -1.2, 2.0]],
  "mulliken_charge": [-0.155, 0.169, -0.950, -0.755, -0.431, -0.092, 0.225, 0.175, 0.341, 0.317, 0.435, 0.249, 0.365, 0.263, 0.182, 0.294, 0.366],
  "e_above_lowest_kcal_mol": 86.24,
  "e_lumo_ev": -3.88,
  "multiplicity": 1,
  "orbital_gap_ev": 9.73,
  "total_charge": 1
}


In the order shown, the computed largest force on an atom values come out to 1.021 8.918 7.187 5.809 eV Å⁻¹.
In the order shown, the computed E values come out to -340.77357 -9676.52305 -302.87916 -268.16747 Ha.
In the order shown, the computed molecular weight values come out to 98.10 636.07 74.03 87.15 g mol⁻¹.